The following is a DFT calculation (ωB97M-V with the def2-TZVPD basis set) of a single C18H18N2OS2 molecule.

The geometry in XYZ format:
```
41
Properties=species:S:1:pos:R:3:nbo_charge:R:1
C -1.6046 0.8328 4.3018 -0.615
C -0.9828 2.1268 3.8534 -0.377
C 0.3969 2.0530 3.1725 -0.410
C 0.1835 1.5071 1.7799 -0.501
S 1.6593 2.0082 0.8331 0.278
C 1.0899 1.1432 -0.5744 0.233
N 0.2058 1.7842 -1.3838 -0.438
C -0.3441 0.7660 -2.1311 0.000
C -1.5730 0.9789 -2.7926 -0.085
C -2.4654 0.0870 -3.5849 -0.159
C -3.8670 0.4789 -3.7557 -0.220
C -4.6514 -0.4215 -4.4106 -0.372
S -3.7038 -1.9143 -4.5258 0.402
C -2.2149 -1.1220 -4.1397 -0.342
C 0.3294 -0.5075 -1.9784 0.613
O 0.5494 -1.3630 -2.7444 -0.568
N 1.1956 -0.2727 -0.9881 -0.448
C 2.1845 -1.1667 -0.5332 0.123
C 1.8779 -2.4872 -0.2984 -0.204
C 2.6387 -3.2666 0.4932 -0.205
C 3.8986 -2.8046 0.9539 -0.215
C 4.3216 -1.5843 0.5886 -0.214
C 3.3833 -0.7710 -0.0329 -0.203
H -1.0365 0.6803 5.2046 0.211
H -2.6690 0.9839 4.3864 0.220
H -1.4266 0.0099 3.5609 0.197
H -0.7677 2.6628 4.7218 0.201
H -1.5555 2.7027 3.0465 0.192
H 1.1245 1.5616 3.7231 0.209
H 0.7500 3.0863 3.0107 0.201
H 0.0306 0.4508 1.8740 0.216
H -0.6778 1.9691 1.1852 0.229
H -1.8524 2.0648 -2.5838 0.229
H -4.3632 1.3861 -3.3259 0.226
H -5.6381 -0.3331 -4.5944 0.224
H -1.2750 -1.5633 -4.2281 0.267
H 0.9971 -2.9752 -0.7129 0.228
H 2.2860 -4.3463 0.7521 0.222
H 4.4681 -3.4268 1.5689 0.211
H 5.4482 -1.3093 0.5130 0.230
H 3.6500 0.3110 -0.2046 0.216
```

- total energy (eV) = -45652.581
- frontier orbital gap (Eh) = 0.272
- SMILES string = CCCCSC1=N/C(=C/c2ccsc2)C(=O)N1c1ccccc1
- lowest unoccupied orbital energy (eV) = -0.648
- ΔE to the lowest compared entry with this formula, charge and spin (kcal/mol) = 103.5